# 1
One molecule with the formula C4H9N3S in a non-equilibrium geometry. Source: the OMol25 dataset; level of theory: ωB97M-V/def2-TZVPD.

Calculated values
Gap between HOMO and LUMO in eV: 8.93
Total charge: 0
Multiplicity: 1
SMILES: CNC(=S)C/N=C\N
Relative energy (zero: lowest compared OMol25 entry of this formula, charge and spin) in kJ/mol: 28.0

The geometry in XYZ format:
```
17
C4H9N3S | the OMol25 dataset | ωB97M-V/def2-TZVPD
C 2.232 1.203 -0.545
N 1.094 0.776 0.269
C 0.796 -0.484 0.522
S 1.665 -1.806 -0.016
C -0.477 -0.675 1.309
N -1.490 0.303 0.880
C -2.161 0.119 -0.164
N -1.993 -0.925 -1.015
H 2.005 1.028 -1.612
H 3.108 0.616 -0.267
H 2.424 2.269 -0.368
H 0.568 1.515 0.755
H -0.807 -1.719 1.214
H -0.264 -0.546 2.350
H -3.044 0.749 -0.351
H -1.114 -1.457 -1.086
H -2.542 -0.966 -1.875
```

# 2
C12H11NO4Pt as an isolated structure in a non-equilibrium geometry. Source: the OMol25 dataset; level of theory: ωB97M-V/def2-TZVPD.

Calculated values
Gap between HOMO and LUMO (alpha / beta) in eV: 7.13 / 7.08
Total charge: +2
Multiplicity: 3
Relative energy (zero: lowest compared OMol25 entry of this formula, charge and spin) in kJ/mol: 50.1
Expectation value of S²: 2.035

The geometry in XYZ format:
```
29
C12H11NO4Pt | the OMol25 dataset | ωB97M-V/def2-TZVPD
Pt 0.008 1.514 -1.669
C 0.037 2.199 0.251
O 0.050 2.267 1.429
C 0.002 3.456 -2.090
O -0.001 4.602 -2.352
C -1.926 1.037 -1.449
O -3.095 0.826 -1.258
C 1.959 1.038 -1.512
O 3.111 0.819 -1.369
C 0.008 0.224 -3.699
H 0.947 -0.348 -3.658
H -0.928 -0.350 -3.626
C 0.006 1.584 -3.956
H -0.933 2.096 -4.180
H 0.941 2.088 -4.210
N -0.012 -1.513 0.146
C -0.007 -1.631 1.481
C 1.192 -1.702 2.180
C 1.166 -1.757 3.563
C -0.029 -1.744 4.266
C -1.213 -1.728 3.553
C -1.229 -1.666 2.168
H 0.861 -1.432 -0.384
H -0.806 -1.430 -0.405
H 2.145 -1.604 1.640
H 2.091 -1.812 4.099
H -0.036 -1.730 5.357
H -2.145 -1.757 4.072
H -2.163 -1.544 1.612
```

# 3
C25H48AuOP2 as an isolated structure in a non-equilibrium geometry. Source: the OMol25 dataset; level of theory: ωB97M-V/def2-TZVPD.

Calculated values
Gap between HOMO and LUMO (alpha / beta) in eV: 8.37 / 5.00
Total charge: +1
Multiplicity: 3
Expectation value of S²: 2.019

The geometry in XYZ format:
```
77
C25H48AuOP2 | the OMol25 dataset | ωB97M-V/def2-TZVPD
Au 0.715 -0.063 0.239
C -1.911 1.590 0.931
C -2.382 0.696 -0.077
C -2.190 -0.456 1.895
C -1.931 0.913 2.174
C -2.528 -0.578 0.521
C -1.786 3.041 0.747
H -1.399 3.275 -0.250
H -1.118 3.492 1.484
H -2.769 3.532 0.851
C -1.961 1.596 3.469
H -1.795 2.659 3.324
H -1.250 1.182 4.175
H -2.978 1.536 3.862
C -2.302 -1.581 2.824
H -3.353 -1.810 3.067
H -1.768 -1.400 3.758
H -1.893 -2.496 2.369
C -3.157 -1.765 -0.099
H -4.261 -1.731 0.002
H -2.822 -2.691 0.387
H -2.912 -1.805 -1.171
C -2.930 1.138 -1.378
H -3.921 1.610 -1.202
H -3.079 0.296 -2.067
H -2.281 1.890 -1.856
C 1.589 0.480 -2.662
C 0.561 1.340 -2.798
C -0.054 1.596 -4.150
C -0.928 0.449 -4.758
C -1.034 -0.817 -3.946
C 0.002 -1.659 -3.833
C 1.326 -1.365 -4.498
C 2.189 -0.246 -3.837
H 0.739 1.827 -4.889
H -0.527 0.235 -5.768
H -0.705 2.487 -4.065
H 2.455 0.484 -4.627
H 2.075 0.275 -1.704
H 0.142 1.879 -1.950
H 3.128 -0.721 -3.490
H 1.932 -2.286 -4.480
H -0.065 -2.627 -3.310
H 1.183 -1.079 -5.559
H -1.944 0.855 -4.888
H -2.026 -1.016 -3.508
P 1.749 1.824 1.319
C 1.410 2.672 2.898
H 2.260 3.329 3.140
H 1.279 1.945 3.705
H 0.516 3.303 2.822
C 3.453 1.246 1.574
H 4.066 2.050 2.004
H 3.879 0.934 0.612
H 3.422 0.391 2.262
C 1.965 3.298 0.279
H 2.412 3.017 -0.683
H 2.621 4.017 0.801
H 0.982 3.764 0.112
P 1.023 -2.392 0.536
C -0.180 -3.632 -0.007
H 0.344 -4.511 -0.415
H -0.865 -3.224 -0.759
H -0.765 -3.962 0.868
C 2.623 -2.648 -0.282
H 2.495 -2.735 -1.368
H 3.104 -3.552 0.116
H 3.252 -1.774 -0.056
C 1.397 -3.102 2.175
H 1.643 -4.168 2.018
H 0.523 -3.029 2.837
H 2.253 -2.590 2.635
C 0.614 -0.528 4.348
O 0.707 -0.283 2.988
H -0.452 -0.435 4.696
H 1.230 0.157 4.962
H 0.966 -1.544 4.608
```

# 4
One molecule with the formula C8H10O2S in a non-equilibrium geometry. Source: the OMol25 dataset; level of theory: ωB97M-V/def2-TZVPD.

Calculated values
Gap between HOMO and LUMO in eV: 9.50
Total charge: 0
Multiplicity: 1
Relative energy (zero: lowest compared OMol25 entry of this formula, charge and spin) in kJ/mol: 347.9

The geometry in XYZ format:
```
21
C8H10O2S | the OMol25 dataset | ωB97M-V/def2-TZVPD
C -1.722 -1.462 2.365
C -1.525 -0.110 2.503
C -1.372 -2.052 1.123
C -0.910 0.646 1.499
C -0.696 -1.325 0.178
C -0.468 0.015 0.337
C 1.865 1.253 -0.742
C 0.524 0.489 -3.098
O -0.487 2.407 -0.754
O 1.460 -0.291 -3.006
S 0.101 1.066 -1.086
H -2.143 -2.159 3.070
H -1.710 0.405 3.458
H -1.355 -3.217 1.081
H -0.612 1.646 1.679
H -0.602 -1.901 -0.850
H 2.244 2.019 -1.313
H 1.856 1.567 0.357
H -0.491 0.186 -3.596
H 0.666 1.663 -3.112
H 2.226 0.285 -0.917
```

# 5
One molecule with the formula C2H3F3S in a non-equilibrium geometry. Source: the OMol25 dataset; level of theory: ωB97M-V/def2-TZVPD.

Calculated values
Gap between HOMO and LUMO in eV: 10.43
Total charge: 0
Multiplicity: 1
SMILES: FC(F)(F)CS
Relative energy (zero: lowest compared OMol25 entry of this formula, charge and spin) in kJ/mol: 33.2

The geometry in XYZ format:
```
9
C2H3F3S | the OMol25 dataset | ωB97M-V/def2-TZVPD
F 1.276 -0.880 1.445
C 0.465 0.091 0.948
F 1.146 1.296 0.896
F -0.574 0.332 1.796
C -0.013 -0.363 -0.477
S -0.674 1.102 -1.330
H 0.745 -0.917 -0.974
H -0.867 -0.998 -0.301
H -1.504 0.338 -2.002
```

# 6
A 3-piece molecular cluster, C52H46BBr2F3NO13 overall in a non-equilibrium geometry. Source: the OMol25 dataset; level of theory: ωB97M-V/def2-TZVPD.

Calculated values
Gap between HOMO and LUMO in eV: 6.71
Total charge: +1
Multiplicity: 1

The geometry in XYZ format:
```
118
C52H46BBr2F3NO13 | the OMol25 dataset | ωB97M-V/def2-TZVPD
C 0.925 -0.849 2.227
C 2.128 -1.442 1.427
O 3.023 -0.379 1.094
C 4.071 -0.185 2.065
C 4.311 1.325 2.153
O 5.002 1.800 1.012
C 4.160 2.370 0.040
C 3.922 1.434 -1.169
O 3.999 2.109 -2.425
C 2.775 2.670 -2.822
C 2.007 1.783 -3.792
C 2.719 1.350 -4.904
C 4.170 1.725 -5.132
O 4.995 0.841 -5.069
O 4.458 3.017 -5.414
C 5.814 3.338 -5.145
O 6.581 2.987 -6.282
C 7.916 3.210 -6.125
F 8.201 4.290 -5.386
F 8.435 3.380 -7.337
F 8.504 2.150 -5.552
C 2.070 0.529 -5.838
Br 3.067 -0.090 -7.330
C 0.745 0.202 -5.655
B 0.042 -0.753 -6.780
O -0.457 -1.987 -6.478
O -0.001 -0.252 -8.031
C -0.237 -1.221 -9.086
C 0.931 -2.163 -9.359
N 0.067 0.663 -4.580
C -1.367 0.321 -4.446
O -1.549 -1.017 -4.072
C -1.656 -1.146 -2.677
C -2.799 -0.766 -2.022
C -2.907 -0.911 -0.650
C -1.840 -1.467 0.030
C -0.707 -1.860 -0.643
C -0.582 -1.699 -2.010
C 0.699 1.415 -3.669
Br -0.225 2.014 -2.111
H 0.930 0.228 2.041
H 1.043 -1.100 3.285
H 0.001 -1.264 1.808
H 2.630 -2.235 1.996
H 1.805 -1.878 0.472
H 3.727 -0.603 3.019
H 4.977 -0.658 1.666
H 3.382 1.863 2.376
H 4.971 1.476 3.022
H 3.177 2.673 0.429
H 4.658 3.280 -0.328
H 2.992 0.855 -1.084
H 4.732 0.692 -1.157
H 2.210 2.977 -1.938
H 3.019 3.596 -3.367
H 5.820 4.417 -4.957
H 6.182 2.858 -4.229
H 0.124 -2.493 -5.898
H -0.381 -0.632 -10.000
H -1.180 -1.755 -8.935
H 1.823 -1.640 -9.714
H 0.619 -2.806 -10.195
H 1.155 -2.842 -8.530
H -1.865 0.927 -3.687
H -1.903 0.505 -5.385
H -3.651 -0.347 -2.558
H -3.815 -0.608 -0.134
H -1.890 -1.606 1.107
H 0.111 -2.324 -0.097
H 0.301 -1.986 -2.575
C -1.087 -7.736 5.862
C -1.536 -6.789 4.947
C -1.152 -5.465 5.072
C -0.326 -5.078 6.121
C 0.105 -6.024 7.053
C -0.269 -7.355 6.913
C 0.950 -5.622 8.210
O 1.329 -6.444 9.017
C 1.313 -4.186 8.359
C 2.053 -3.780 9.463
C 2.409 -2.449 9.607
C 2.034 -1.518 8.644
C 1.291 -1.916 7.544
C 0.920 -3.248 7.402
C 0.093 -3.655 6.235
O -0.237 -2.841 5.394
H -1.381 -8.773 5.757
H -2.185 -7.088 4.133
H -1.497 -4.730 4.358
H 0.075 -8.091 7.627
H 2.349 -4.504 10.211
H 2.981 -2.135 10.470
H 2.318 -0.480 8.755
H 0.995 -1.190 6.799
C -3.745 5.087 -1.063
C -3.433 3.738 -1.202
C -4.144 2.782 -0.500
C -5.165 3.165 0.357
C -5.466 4.517 0.518
C -4.760 5.476 -0.203
C -6.528 4.949 1.470
O -6.792 6.124 1.607
C -7.246 3.906 2.252
C -8.199 4.290 3.186
C -8.885 3.329 3.911
C -8.627 1.978 3.700
C -7.673 1.589 2.775
C -6.973 2.549 2.054
C -5.929 2.119 1.090
O -5.695 0.940 0.902
H -3.193 5.833 -1.620
H -2.635 3.427 -1.864
H -3.901 1.734 -0.615
H -5.003 6.524 -0.088
H -8.404 5.340 3.349
H -9.624 3.631 4.641
H -9.169 1.229 4.263
H -7.470 0.538 2.615
```

DFT total energy readings, ordered: -19599.34571 -25528.83537 -51011.82765 -23384.62931 -21110.50405 -231686.98070 eV